No. 1
Computed, not measured: C26H42BaClN6O8P as an isolated structure, with the ωB97M-V functional and the def2-TZVPD basis.

```
85
Properties=species:S:1:pos:R:3:mulliken_charge:R:1
Ba 0.63 -0.14 0.87 1.48
O -3.47 0.97 3.30 -0.48
C -2.63 0.01 2.80 0.28
O -1.58 -0.35 3.26 -0.55
C -3.26 -0.34 1.48 0.57
C -4.72 -0.26 1.36 -0.92
C -5.22 -0.57 0.13 -0.30
C -4.31 -0.77 -0.93 -0.72
C -2.95 -0.77 -0.64 0.25
N -2.37 -0.67 0.58 0.55
C -1.98 -0.99 -1.70 0.01
O -2.37 -1.20 -2.86 -0.78
O -0.76 -1.04 -1.21 -0.60
H -3.16 1.19 4.23 0.36
H -5.28 0.09 2.20 0.50
H -6.32 -0.64 0.04 0.40
H -4.68 -0.87 -1.96 0.47
N 2.60 1.81 -0.15 -0.36
C 2.65 2.73 1.02 0.09
C 3.77 2.39 2.02 -0.90
C 3.56 1.33 3.16 -0.56
C 2.25 1.37 4.00 -0.56
N 1.49 0.20 3.72 -0.24
H 3.56 1.55 -0.40 0.20
H 2.07 2.20 -0.93 0.12
H 1.66 2.74 1.52 -0.08
H 2.77 3.77 0.71 0.26
H 4.02 3.36 2.50 0.36
H 4.74 2.12 1.48 0.34
H 4.39 1.55 3.91 0.26
H 3.75 0.32 2.74 0.32
H 1.60 2.31 3.82 0.30
H 2.55 1.44 5.06 0.38
H 0.67 0.14 4.33 0.14
H 2.13 -0.55 3.97 0.13
C 3.86 -4.23 1.63 -0.95
N 3.05 -4.62 0.46 0.22
C 3.07 -6.07 0.10 -1.09
P 1.77 -3.63 -0.01 -0.18
O 2.01 -2.42 0.82 -0.52
N 0.19 -4.11 0.45 0.57
C -0.32 -3.72 1.78 -0.86
C -0.51 -5.32 0.01 -1.10
N 1.66 -3.52 -1.66 0.52
C 2.90 -3.65 -2.44 -1.00
C 0.33 -3.36 -2.32 -1.12
H 3.21 -3.77 2.38 0.23
H 4.63 -3.53 1.37 0.30
H 4.32 -5.11 2.12 0.35
H 2.75 -6.67 1.01 0.33
H 4.05 -6.36 -0.30 0.36
H 2.44 -6.34 -0.74 0.34
H 0.43 -3.17 2.42 0.24
H -0.60 -4.65 2.35 0.34
H -1.24 -3.10 1.67 0.13
H -0.28 -5.52 -1.07 0.33
H -1.54 -4.95 0.09 0.37
H -0.39 -6.14 0.73 0.27
H 3.72 -3.97 -1.71 0.32
H 3.13 -2.74 -2.97 0.29
H 2.85 -4.43 -3.17 0.35
H -0.23 -4.35 -2.52 0.19
H 0.54 -3.09 -3.35 0.39
H -0.19 -2.57 -1.77 0.43
C -4.00 6.44 -1.98 -1.29
C -3.18 5.46 -2.76 0.56
C -3.47 5.22 -4.11 -0.84
C -2.47 4.74 -4.93 0.46
Cl -2.77 4.81 -6.64 -0.25
C -1.23 4.28 -4.43 -1.13
C -1.00 4.38 -3.05 0.15
C -2.02 4.80 -2.18 0.58
O -1.83 4.86 -0.83 -0.47
C -0.60 4.53 -0.18 -0.87
C -0.33 3.00 -0.02 1.17
O -0.48 2.50 1.13 -0.77
O -0.05 2.38 -1.10 -0.73
H -4.61 6.93 -2.72 0.42
H -3.38 7.17 -1.45 0.31
H -4.64 5.86 -1.24 0.25
H -4.40 5.47 -4.60 0.44
H -0.49 3.96 -5.14 0.41
H -0.09 3.91 -2.65 0.15
H -0.61 5.00 0.84 0.26
H 0.23 4.96 -0.75 0.43
```

Values from the calculation:
- 2S+1: 1
- Energy above the lowest of the compared OMol25 structures with the same formula, charge and spin: 52.1 kJ/mol
- Total energy: -75472.908 eV
- LUMO energy (spin up / spin down): -0.06 / 0.14 eV
- Orbital gap (spin up / spin down): 7.193 / 7.395 eV

***

No. 2
Computed, not measured: C26H42BiCl2N4O5PSSe2SiTe2 as an isolated structure, with the ωB97M-V functional and the def2-TZVPD basis.

```
87
Properties=species:S:1:pos:R:3:mulliken_charge:R:1
Bi 0.37 0.31 0.37 3.21
Se -0.78 0.58 2.68 -0.51
Te -0.45 2.86 3.59 0.09
Te 1.49 3.18 5.35 -0.61
Se 2.13 1.92 1.44 -0.50
C 0.53 3.55 -2.14 -1.22
C 1.77 2.73 -1.97 0.87
C 3.00 3.24 -2.34 -0.94
C 4.13 2.42 -2.22 -0.59
C 3.98 1.13 -1.81 -0.66
C 2.70 0.66 -1.42 0.22
N 1.64 1.50 -1.48 -0.05
N 2.46 -0.55 -0.93 0.42
Si 3.18 -1.99 -1.42 0.08
C 3.25 -2.08 -3.34 -1.10
C 2.15 -3.47 -0.80 -0.75
C 5.00 -2.39 -0.87 -1.11
H 0.41 3.83 -3.19 0.54
H 0.59 4.46 -1.55 0.22
H -0.33 2.97 -1.83 -0.25
H 3.08 4.26 -2.69 0.40
H 5.11 2.82 -2.44 0.37
H 4.82 0.46 -1.70 0.23
H 2.25 -1.94 -3.74 0.21
H 3.62 -3.03 -3.72 0.37
H 3.87 -1.29 -3.74 0.32
H 1.36 -3.69 -1.51 0.26
H 1.69 -3.23 0.15 0.00
H 2.75 -4.36 -0.68 0.42
H 5.69 -1.62 -1.18 0.35
H 5.34 -3.33 -1.30 0.35
H 5.07 -2.48 0.21 0.11
Cl -4.00 6.90 0.99 -0.30
C -3.14 5.40 0.76 0.19
C -3.73 4.40 0.00 -0.78
C -3.02 3.24 -0.23 0.12
C -1.71 3.04 0.26 -0.22
O -1.11 1.94 -0.10 0.11
C -1.16 4.07 1.07 1.07
C 0.16 3.95 1.75 -0.75
O 1.17 3.46 0.97 -0.68
C -1.88 5.23 1.29 -1.33
H -4.73 4.53 -0.39 0.44
H -3.45 2.45 -0.82 0.04
H 0.45 4.93 2.16 0.65
H -1.45 6.01 1.91 0.38
Cl -3.89 -0.32 3.76 -0.25
C -3.96 -0.30 2.00 0.00
C -3.12 -1.49 1.44 0.14
O -3.77 -2.51 1.17 -0.73
O -1.91 -1.30 1.28 -0.44
H -3.56 0.67 1.67 -0.19
H -5.01 -0.39 1.71 0.40
C 3.45 -2.90 3.21 -1.16
P 2.21 -1.54 3.24 1.05
C 0.95 -2.04 4.46 -1.06
C 3.07 -0.10 3.93 -0.90
O 1.65 -1.35 1.88 -1.09
H 3.90 -3.05 4.19 0.42
H 4.22 -2.61 2.49 0.17
H 2.98 -3.81 2.86 0.35
H 1.39 -2.38 5.40 0.43
H 0.34 -2.83 4.02 0.29
H 0.30 -1.18 4.65 0.25
H 3.62 -0.35 4.83 0.53
H 2.33 0.66 4.16 -0.18
H 3.73 0.31 3.16 0.29
C -3.93 -3.59 -1.64 -1.09
N -2.64 -2.94 -1.66 0.33
C -1.63 -3.65 -0.92 -0.44
C -2.38 -1.76 -2.25 0.28
S -0.83 -1.36 -2.71 -0.32
N -3.45 -0.96 -2.58 0.12
C -4.50 -0.70 -1.61 -0.68
C -3.20 0.18 -3.43 -1.07
H -3.78 -4.64 -1.91 0.42
H -4.60 -3.14 -2.36 0.34
H -4.36 -3.56 -0.64 0.23
H -2.03 -3.87 0.08 0.35
H -0.75 -3.03 -0.81 -0.43
H -1.37 -4.58 -1.43 0.40
H -4.40 -1.35 -0.74 0.22
H -5.48 -0.86 -2.07 0.29
H -4.44 0.33 -1.26 0.05
H -2.55 -0.13 -4.25 0.43
H -2.71 1.00 -2.90 0.23
H -4.15 0.52 -3.83 0.35
```

Values from the calculation:
- 2S+1: 1
- Energy above the lowest of the compared OMol25 structures with the same formula, charge and spin: 144.5 kJ/mol
- Total charge: -2
- Total energy: -248012.797 eV
- LUMO energy: 3.87 eV
- Orbital gap: 5.882 eV

***

No. 3
Computed, not measured: C26H42BrHgN3P2S as an isolated structure, with the ωB97M-V functional and the def2-TZVPD basis.

```
76
Properties=species:S:1:pos:R:3:mulliken_charge:R:1
C -0.39 6.82 -3.47 -0.46
C -0.60 5.48 -3.86 0.38
C -0.88 5.26 -5.23 -0.54
C -1.10 6.36 -6.09 -0.28
N -0.97 7.61 -5.64 -0.53
C -0.62 7.87 -4.38 -0.26
C -0.58 4.36 -2.93 0.71
C -0.75 3.54 -2.03 -0.13
C -1.26 2.82 -0.90 -0.58
C -0.27 2.51 0.11 -0.96
C -0.73 1.86 1.29 -0.18
C -2.04 1.39 1.38 0.35
C -2.93 1.57 0.32 -0.58
C -2.58 2.34 -0.76 -0.47
Hg 0.34 0.55 -1.08 0.91
P 1.90 -1.50 0.82 0.39
H -0.97 4.27 -5.65 0.39
H -0.09 7.10 -2.46 0.40
H -1.38 6.23 -7.15 0.35
H -0.52 8.93 -4.09 0.36
H -3.32 2.60 -1.52 0.58
H 0.60 3.17 0.25 0.65
H -3.88 1.05 0.36 0.71
H 0.04 1.53 1.99 0.23
C 2.31 -2.86 2.01 -0.62
C 3.38 -3.89 1.66 -1.44
H 1.36 -3.38 2.16 0.47
H 2.56 -2.41 2.99 0.37
H 3.42 -4.68 2.42 0.41
H 3.18 -4.40 0.70 0.29
H 4.39 -3.46 1.60 0.34
C 3.00 -1.66 -0.67 -0.25
C 3.64 -0.36 -1.17 -1.43
H 2.29 -2.04 -1.44 0.17
H 3.74 -2.47 -0.49 0.51
H 3.63 -0.35 -2.25 0.38
H 3.11 0.54 -0.85 0.26
H 4.68 -0.26 -0.82 0.36
C 2.68 -0.14 1.82 0.37
C 4.16 -0.22 2.20 -1.36
H 2.09 -0.05 2.76 -0.39
H 2.49 0.82 1.32 0.23
H 4.49 0.74 2.64 0.41
H 4.35 -1.01 2.94 0.28
H 4.81 -0.41 1.33 0.26
Br -2.60 0.69 2.98 -0.06
P -2.34 -2.88 -0.97 0.29
C -0.54 -3.29 -0.73 1.06
C -0.14 -4.64 -1.32 -1.43
H -0.32 -3.25 0.34 -0.28
H 0.01 -2.45 -1.20 -0.29
H 0.94 -4.65 -1.51 0.36
H -0.33 -5.50 -0.65 0.37
H -0.63 -4.86 -2.27 0.43
C -3.03 -2.57 0.75 0.41
C -4.31 -3.33 1.10 -1.43
H -3.23 -1.48 0.83 -0.31
H -2.26 -2.86 1.49 0.38
H -4.54 -3.26 2.16 0.39
H -5.18 -2.93 0.58 0.37
H -4.27 -4.40 0.88 0.39
C -2.42 -1.23 -1.76 1.56
C -2.78 -1.36 -3.24 -1.53
H -1.44 -0.71 -1.66 -1.31
H -3.15 -0.61 -1.21 0.23
H -3.03 -0.38 -3.65 0.40
H -1.93 -1.77 -3.80 0.39
H -3.63 -2.04 -3.39 0.42
N -0.45 -0.67 5.28 -0.31
C 0.68 0.08 5.48 0.63
N 1.47 -0.42 6.49 -0.54
S 1.10 1.41 4.52 -0.36
H -0.64 -1.49 5.84 0.21
H -1.10 -0.45 4.52 0.00
H 2.33 0.12 6.62 0.28
H 1.02 -0.60 7.38 0.25
```

Values from the calculation:
- 2S+1: 1
- Energy above the lowest of the compared OMol25 structures with the same formula, charge and spin: 66.5 kJ/mol
- Total charge: +2
- Total energy: -135724.343 eV
- LUMO energy (spin up / spin down): -8.50 / -9.39 eV
- Orbital gap (spin up / spin down): 4.389 / 3.502 eV

***

No. 4
Computed, not measured: C26H42Cl3N4O4PrSi as an isolated structure, with the ωB97M-V functional and the def2-TZVPD basis.

```
81
Properties=species:S:1:pos:R:3:lowdin_spin:R:1
C -5.85 1.94 -3.01 0.00
C -5.53 2.29 -4.42 0.00
H -5.88 2.82 -2.35 0.00
H -5.14 1.21 -2.58 0.00
H -6.84 1.47 -3.00 0.00
C -6.32 3.13 -5.15 0.00
C -7.37 4.00 -4.57 0.00
H -6.29 3.07 -6.23 0.00
H -7.08 4.49 -3.64 0.00
H -8.30 3.46 -4.38 0.00
H -7.60 4.79 -5.30 0.00
Pr -2.18 0.34 -2.56 2.03
Cl -2.44 -1.47 -0.79 -0.01
Cl -2.85 -1.25 -4.70 0.00
C 0.46 -0.64 -4.11 0.00
O 0.06 0.24 -3.29 0.00
N 1.52 -0.45 -4.87 0.00
C 2.31 0.76 -4.66 0.00
C 1.85 -1.36 -5.97 0.00
H -0.09 -1.59 -4.25 0.00
H 2.76 0.75 -3.66 0.00
H 1.67 1.65 -4.75 0.00
H 3.09 0.77 -5.44 0.00
H 1.85 -2.39 -5.62 0.00
H 2.83 -1.08 -6.37 0.00
H 1.12 -1.29 -6.79 0.00
H -2.74 3.30 3.02 0.00
H -3.18 4.60 -0.49 0.00
C -1.95 3.81 2.44 0.00
C -2.27 4.70 0.13 0.00
N -2.12 3.56 1.01 0.00
H -0.98 3.44 2.79 0.00
C -2.07 2.33 0.50 0.00
O -2.25 2.10 -0.74 0.00
H -1.41 4.80 -0.55 0.00
H -1.85 1.52 1.22 0.00
H -2.02 4.89 2.59 0.00
H -2.35 5.59 0.76 0.00
O -3.37 1.47 -3.96 -0.01
C -4.28 1.63 -5.00 0.00
C -4.00 3.50 -6.88 0.00
C -3.89 2.17 -6.43 0.00
H -4.44 4.27 -6.23 0.00
C -3.73 3.85 -8.21 0.00
H -4.51 0.56 -5.18 0.00
C -3.66 1.19 -7.39 0.00
H -3.78 4.90 -8.52 0.00
C -3.51 2.85 -9.15 0.00
C -3.52 1.50 -8.75 0.00
H -3.67 0.15 -7.05 0.00
H -3.40 3.10 -10.21 0.00
H -3.46 0.70 -9.48 0.00
Si -1.48 4.20 -4.87 0.00
Cl -3.19 5.00 -4.11 0.00
C -1.05 5.31 -6.26 0.00
C -0.97 2.52 -5.90 0.00
C -0.76 3.71 -3.23 0.00
H -0.64 4.73 -7.11 0.00
H -0.29 5.89 -5.73 0.00
H -1.95 5.88 -6.55 0.00
H -1.51 3.45 -2.45 0.00
H -0.31 4.69 -2.96 0.00
H 0.01 2.93 -3.30 0.00
H -1.44 2.47 -6.90 0.00
H -1.00 1.50 -5.48 0.00
H 0.11 2.76 -6.07 0.00
N 4.66 -1.94 2.89 0.00
C 4.24 -0.65 2.77 0.00
O 4.81 0.27 3.35 0.00
C 3.08 -0.40 1.84 0.00
C 2.51 -1.37 0.98 0.00
C 1.45 -0.98 0.14 0.00
N 0.95 0.26 0.10 0.00
C 1.51 1.18 0.89 0.00
C 2.56 0.90 1.78 0.00
H 5.37 -2.14 3.55 0.00
H 4.08 -2.73 2.58 0.00
H 2.84 -2.41 0.92 0.00
H 0.97 -1.71 -0.53 0.00
H 1.10 2.20 0.83 0.00
H 2.95 1.71 2.40 0.00
```

Values from the calculation:
- 2S+1: 3
- Energy above the lowest of the compared OMol25 structures with the same formula, charge and spin: 271.3 kJ/mol
- Total energy: -101312.800 eV
- LUMO energy (spin up / spin down): -0.21 / -0.21 eV
- Orbital gap (spin up / spin down): 7.291 / 7.300 eV

***

No. 5
Computed, not measured: C26H42F4N3O4PtSi4Te as an isolated structure, with the ωB97M-V functional and the def2-TZVPD basis.

```
85
Properties=species:S:1:pos:R:3:lowdin_spin:R:1
Pt -1.73 -0.17 0.24 1.08
C -3.82 -2.98 -0.17 0.01
N -3.66 -1.71 0.55 0.10
C -3.72 -1.95 1.99 0.00
C -4.70 -0.77 0.11 0.01
C -4.59 0.61 0.72 0.01
N -3.28 1.20 0.44 0.08
C -3.12 2.54 0.62 0.01
C -2.03 3.24 0.03 0.01
F -1.18 2.57 -0.76 0.01
C -1.83 4.58 0.18 0.00
F -0.76 5.14 -0.42 0.00
C -2.68 5.39 0.91 0.01
C -3.75 4.75 1.49 0.00
F -4.61 5.47 2.24 0.00
C -3.97 3.39 1.37 0.01
F -5.03 2.90 2.05 0.00
H -4.77 -3.46 0.11 0.00
H -3.00 -3.65 0.07 0.00
H -3.82 -2.81 -1.24 0.00
H -4.71 -2.31 2.29 0.00
H -3.48 -1.04 2.53 0.00
H -2.97 -2.71 2.25 0.00
H -5.70 -1.17 0.34 0.00
H -4.61 -0.68 -0.98 0.00
H -4.81 0.56 1.79 0.00
H -5.38 1.21 0.26 0.00
H -2.53 6.45 1.00 0.00
O -0.61 -3.87 -0.94 0.01
C -0.73 -2.66 -1.13 0.01
O -0.29 -1.74 -0.34 0.03
C -1.35 -2.24 -2.45 0.00
C -1.21 -3.09 -3.54 0.00
C -1.65 -2.71 -4.80 0.00
C -2.28 -1.49 -4.98 0.00
C -2.45 -0.66 -3.89 0.00
C -1.97 -1.01 -2.63 0.03
N -3.16 0.62 -4.07 0.00
O -3.45 0.95 -5.19 0.00
O -3.41 1.26 -3.09 0.00
H -0.73 -4.05 -3.37 0.00
H -1.50 -3.36 -5.65 0.00
H -2.64 -1.17 -5.95 0.00
H -2.07 -0.29 -1.78 0.02
C 2.13 -1.00 -2.50 0.00
Si 2.60 0.37 -1.31 0.00
C 4.48 0.45 -1.45 0.00
C 1.91 1.97 -2.01 0.00
Si 2.21 0.00 0.97 0.04
Te -0.03 0.42 2.08 0.42
Si 2.98 -2.11 1.62 0.00
C 4.86 -2.01 1.84 0.00
C 2.28 -2.56 3.30 0.00
C 2.70 -3.53 0.44 0.00
Si 3.34 1.71 2.14 0.02
C 5.22 1.79 2.03 0.01
C 2.97 1.63 3.98 0.01
C 2.71 3.37 1.49 0.00
H 2.56 -0.80 -3.49 0.00
H 1.04 -1.07 -2.62 0.00
H 2.48 -1.98 -2.16 0.00
H 4.77 0.62 -2.49 0.00
H 4.94 -0.49 -1.12 0.00
H 4.91 1.26 -0.84 0.00
H 2.17 2.06 -3.07 0.00
H 2.29 2.85 -1.48 0.00
H 0.81 1.99 -1.93 0.00
H 5.15 -1.20 2.52 0.00
H 5.36 -1.83 0.87 0.00
H 5.25 -2.95 2.24 0.00
H 2.52 -1.79 4.05 0.00
H 2.68 -3.52 3.65 0.00
H 1.19 -2.64 3.25 0.00
H 3.17 -3.34 -0.53 0.00
H 1.63 -3.71 0.26 0.00
H 3.14 -4.45 0.85 0.00
H 5.69 0.86 2.39 0.00
H 5.60 2.61 2.65 0.00
H 5.57 1.95 1.01 0.00
H 3.33 0.68 4.41 0.00
H 1.90 1.70 4.18 0.01
H 3.47 2.45 4.51 0.00
H 3.21 3.62 0.54 0.00
H 2.91 4.18 2.20 0.00
H 1.63 3.33 1.30 0.00
```

Values from the calculation:
- 2S+1: 3
- Energy above the lowest of the compared OMol25 structures with the same formula, charge and spin: 23.6 kJ/mol
- Total charge: -1
- Total energy: -93225.912 eV
- LUMO energy (spin up / spin down): 1.92 / 1.29 eV
- Orbital gap (spin up / spin down): 5.511 / 5.926 eV

***

No. 6
Computed, not measured: C26H43AuF5P2 as an isolated structure, with the ωB97M-V functional and the def2-TZVPD basis.

```
77
Properties=species:S:1:pos:R:3:lowdin_spin:R:1
Au -1.54 2.01 -3.33 0.00
C -0.57 -2.41 0.61 0.32
C 0.81 -2.60 0.34 0.32
C 0.61 -0.84 1.81 0.33
C -0.69 -1.34 1.53 0.33
C 1.54 -1.65 1.11 0.32
C -1.69 -3.21 0.09 0.05
H -1.37 -3.85 -0.74 0.00
H -2.50 -2.56 -0.27 0.01
H -2.12 -3.86 0.87 0.02
C -1.95 -0.81 2.11 0.05
H -2.77 -1.51 1.95 0.00
H -2.22 0.15 1.66 0.02
H -1.84 -0.64 3.19 0.01
C 0.90 0.33 2.66 0.05
H 0.44 0.23 3.66 0.01
H 0.49 1.26 2.21 0.02
H 1.98 0.46 2.79 0.00
C 3.02 -1.58 1.24 0.05
H 3.38 -2.21 2.06 0.02
H 3.34 -0.55 1.45 0.00
H 3.51 -1.92 0.32 0.00
C 1.39 -3.63 -0.54 0.05
H 1.45 -4.61 -0.04 0.02
H 2.40 -3.36 -0.86 0.00
H 0.77 -3.77 -1.44 0.01
C -2.42 1.47 -5.02 0.00
C -2.52 -0.04 -5.04 0.00
C -1.21 -0.69 -5.56 0.00
C 0.08 -0.25 -4.88 0.00
C 0.10 1.02 -4.04 0.00
C 0.61 2.24 -4.78 0.00
C -0.42 2.97 -5.69 0.00
C -1.62 2.13 -6.16 0.00
H -1.11 -0.38 -6.61 0.00
H 0.84 -0.16 -5.67 0.00
H -1.27 -1.79 -5.62 0.00
H -1.33 1.44 -6.97 0.00
H -3.40 1.94 -4.91 0.00
H -3.23 -0.32 -5.84 0.00
H -2.31 2.85 -6.65 0.00
H -0.80 3.86 -5.17 0.00
H 1.40 1.94 -5.51 0.00
H 0.08 3.34 -6.59 0.00
H 0.42 -1.08 -4.24 0.00
H 0.69 0.83 -3.13 0.00
P -3.45 -0.98 -3.56 0.00
P 3.16 2.34 -1.59 0.00
C 1.33 3.19 -3.73 0.00
C 2.74 2.63 -3.40 0.00
H 1.39 4.21 -4.13 0.00
H 0.71 3.24 -2.81 0.00
H 2.89 1.66 -3.90 0.00
H 3.50 3.33 -3.77 0.00
C 4.43 3.64 -1.32 0.00
H 5.28 3.21 -0.76 0.00
H 3.96 4.43 -0.72 0.00
H 4.75 4.05 -2.29 0.00
C 4.15 0.81 -1.74 0.00
H 4.42 0.61 -2.78 0.00
H 3.54 -0.02 -1.36 0.00
H 5.05 0.90 -1.12 0.00
C -5.15 -0.91 -4.28 0.00
H -5.63 -1.89 -4.19 0.00
H -5.12 -0.56 -5.33 0.00
H -5.72 -0.18 -3.69 0.00
C -2.94 -2.74 -3.60 0.00
H -2.02 -2.91 -3.02 0.00
H -2.80 -3.08 -4.64 0.00
H -3.73 -3.31 -3.08 0.00
F -2.93 3.94 -1.53 0.00
C -2.48 2.65 -1.49 0.00
F -3.58 1.83 -1.28 0.00
C -1.51 2.48 -0.30 0.00
F -2.18 2.52 0.87 0.00
F -0.87 1.26 -0.35 0.00
F -0.56 3.45 -0.29 0.00
```

Values from the calculation:
- 2S+1: 3
- Energy above the lowest of the compared OMol25 structures with the same formula, charge and spin: 313.8 kJ/mol
- Total charge: +1
- Total energy: -63505.968 eV
- LUMO energy (spin up / spin down): -2.68 / -5.62 eV
- Orbital gap (spin up / spin down): 7.458 / 4.521 eV